68
Properties=species:S:1:pos:R:3 method="wB97M-V/def2-TZVPD" homo_energy_ha=-0.38617 smiles="C[N+](=O)[O-].C[N+](=O)[O-].C[N+](=O)[O-].C[N+](=O)[O-].ClCCCl.ClCCCl.ClCCCl.ClCCCl.ClCCCl" de_lowest_ev=0.000 homo_lumo_gap_ev=10.020
H -1.450 4.903 -1.500
C 4.342 -2.569 1.520
H -2.015 1.275 0.951
H 1.378 -4.707 -3.403
H 4.759 -3.001 0.686
O -2.477 0.552 4.165
C -2.644 2.083 1.193
H 3.465 -0.714 1.730
Cl 2.649 -3.026 1.572
H -0.328 5.683 -2.684
Cl -1.133 7.223 -1.267
C 1.995 -3.955 -3.931
H -3.239 1.766 2.031
O -1.220 -0.621 5.405
H -1.646 0.610 -3.562
H -2.486 -1.421 2.561
C -1.536 -1.277 3.114
C -1.297 -3.680 -0.764
H -1.069 -3.363 -1.838
H -0.786 -0.804 2.554
Cl 0.863 -2.877 -4.795
H 0.495 4.187 -0.575
C -2.788 -3.732 -0.480
H 0.862 2.042 0.097
C -3.637 2.429 0.133
H 5.191 -0.655 2.076
H -1.136 -2.234 3.523
H -3.117 -2.731 -0.734
C 1.291 2.035 4.814
C -2.163 -0.291 -3.872
H -3.031 -0.071 -4.518
Cl -2.751 2.607 -1.399
Cl -0.468 -5.224 -0.411
H -0.842 -2.889 -0.137
H 4.771 -2.953 2.440
H 2.341 2.253 5.093
Cl 4.754 -0.362 -0.220
N -2.698 -1.026 -2.672
N -1.798 -0.429 4.332
H -4.106 3.401 0.287
H 0.734 2.911 5.149
H 2.551 -4.309 -4.812
O 0.943 -0.899 -1.267
O 1.920 3.045 2.845
C 4.429 -1.071 1.454
H 0.004 1.731 -1.477
H 1.711 1.450 -1.432
H -3.426 -4.341 -1.062
N 0.590 0.005 -0.491
H -4.350 1.627 0.063
O 0.538 1.315 2.751
H 0.632 5.776 0.195
Cl -1.519 3.392 1.627
C 0.593 5.237 -0.759
C 2.917 -3.189 -3.058
C 0.860 1.426 -0.831
Cl 4.528 -3.162 -3.752
C -0.604 5.580 -1.632
O -0.140 -0.233 0.477
O -3.701 -1.785 -2.859
N 1.273 2.103 3.334
O -2.104 -0.934 -1.623
H 3.124 -3.604 -2.056
H 0.816 1.141 5.172
Cl 2.251 5.537 -1.414
H -1.392 -0.928 -4.311
H 2.607 -2.162 -2.944
Cl -3.076 -4.092 1.198